(1)
ORCA calculation (ωB97M-V with the def2-TZVPD basis set) on a structure of composition C12H26AlAs2BBrCl2F16LiN4O8 at a distorted geometry.

XYZ file:
```
74
Properties=species:S:1:pos:R:3:lowdin_charge:R:1
C 2.667 -4.203 0.010 -0.09
C 2.446 -2.766 -0.475 -0.22
C 1.083 -2.219 -0.007 -0.19
C 0.244 -1.864 -1.214 -0.28
O -1.140 -1.756 -0.991 -0.14
N -1.852 -2.457 -2.054 0.12
C -2.102 -3.673 -1.382 -0.39
N -3.110 -3.791 -0.576 0.27
N -1.239 -4.703 -1.563 0.21
H 3.359 -4.743 -0.620 0.09
H 3.025 -4.178 1.045 0.06
H 1.722 -4.742 -0.072 0.06
H 2.520 -2.728 -1.556 0.12
H 3.245 -2.132 -0.110 0.10
H 1.300 -1.331 0.564 0.06
H 0.601 -2.948 0.642 0.06
H 0.632 -0.886 -1.542 -0.10
H 0.398 -2.556 -2.034 0.13
H -2.756 -1.999 -2.227 0.15
H -3.675 -2.950 -0.482 0.12
H -2.949 -4.242 0.318 0.15
H -0.785 -5.095 -0.763 0.10
H -1.132 -5.146 -2.463 0.15
F 2.969 0.361 0.309 -0.54
As 2.157 1.327 1.702 0.68
F 3.411 0.870 2.766 -0.29
F 1.301 -0.130 2.140 -0.26
F 1.387 2.189 2.959 -0.21
F 0.890 1.718 0.606 -0.25
F 2.984 2.723 1.229 -0.26
Li 1.277 -3.718 2.343 0.87
B -4.930 -4.028 -2.758 -1.22
F -5.781 -3.962 -3.813 0.18
F -5.270 -5.158 -1.970 0.08
F -3.595 -4.160 -3.154 0.11
F -5.067 -2.810 -1.936 0.02
Al 0.238 0.785 -2.623 1.22
F -1.914 -1.000 -7.686 -0.24
As -2.685 -1.761 -6.356 0.69
F -3.888 -0.523 -6.317 -0.25
F -1.699 -0.833 -5.205 -0.34
F -3.471 -2.590 -5.048 -0.25
F -1.454 -2.994 -6.360 -0.28
F -3.653 -2.698 -7.438 -0.25
C -1.140 6.036 3.718 -0.11
C 0.246 6.113 4.331 -0.11
O 1.015 5.296 3.443 0.03
C 0.382 5.266 2.240 -0.57
O 0.849 4.817 1.249 0.16
O -0.850 5.820 2.334 0.07
H -1.718 6.945 3.853 0.13
H -1.717 5.188 4.093 0.13
H 0.653 7.124 4.321 0.14
H 0.287 5.725 5.345 0.13
C -1.028 2.755 -6.641 -0.75
O -1.266 1.519 -6.635 0.08
O -1.092 3.176 -5.301 0.02
O -0.713 3.517 -7.533 0.13
H -1.344 2.265 -5.043 0.05
Br 4.965 0.975 0.472 0.68
O 5.096 4.767 4.529 0.04
C 4.675 3.826 5.170 -0.60
N 3.394 3.389 5.046 0.16
C 5.540 3.066 6.153 -0.01
H 3.021 2.615 5.562 0.09
H 2.792 3.872 4.396 0.08
H 5.894 3.755 6.917 0.08
H 6.395 2.651 5.624 0.08
H 5.000 2.253 6.639 0.06
C -2.964 -0.637 1.841 -1.05
Cl -3.998 -1.927 2.488 0.52
Cl -2.539 0.563 3.049 0.55
H -2.051 -1.087 1.472 -0.01
H -3.491 -0.143 1.031 0.04
```

Output
LUMO level	-6.083	eV
E_tot	-302928.81898	eV

(2)
ORCA calculation (ωB97M-V with the def2-TZVPD basis set) on a structure of composition C12H26As2N3O3PPdS.

XYZ file:
```
49
Properties=species:S:1:pos:R:3:nbo_charge:R:1
Pd 0.600 0.468 0.223 0.59
C -0.791 -0.846 3.432 -0.95
As 0.297 0.494 2.603 1.19
C 1.986 0.474 3.518 -0.94
C -0.489 2.177 3.103 -0.41
C -1.166 2.340 4.305 -0.19
C -1.687 3.584 4.638 -0.17
C -1.523 4.659 3.777 -0.17
C -0.836 4.500 2.580 -0.23
C -0.318 3.255 2.239 -0.26
As 0.670 2.961 0.604 1.01
C -0.036 4.295 -0.587 -0.95
C 2.446 3.605 1.001 -0.94
H -0.665 -0.745 4.509 0.26
H -0.457 -1.835 3.125 0.25
H -1.830 -0.693 3.150 0.26
H 1.810 0.856 4.523 0.26
H 2.692 1.107 2.988 0.26
H 2.382 -0.539 3.563 0.26
H -1.306 1.514 4.992 0.22
H -2.223 3.709 5.569 0.24
H -1.929 5.627 4.037 0.24
H -0.714 5.357 1.928 0.22
H 0.318 5.275 -0.265 0.26
H -1.124 4.281 -0.561 0.24
H 0.326 4.112 -1.597 0.25
H 2.363 4.509 1.602 0.25
H 2.964 3.826 0.069 0.25
H 2.997 2.836 1.535 0.25
O 2.961 0.178 0.171 -0.94
S 2.786 0.057 -1.306 1.41
N 1.370 0.176 -1.757 -1.08
N -2.824 1.623 -2.717 -0.68
C -1.626 0.701 -2.731 -0.60
P -2.002 -0.454 -1.360 2.14
O -3.380 -0.935 -1.733 -1.15
O -1.738 0.270 -0.066 -1.12
C -0.995 -1.983 -1.563 -0.62
N -1.998 -3.113 -1.676 -0.69
H -2.886 2.141 -1.836 0.45
H -3.672 1.041 -2.782 0.47
H -2.805 2.291 -3.488 0.45
H -0.711 1.278 -2.634 0.27
H -1.658 0.198 -3.696 0.25
H -0.314 -2.182 -0.739 0.26
H -0.414 -1.947 -2.484 0.27
H -2.918 -2.649 -1.885 0.49
H -2.095 -3.628 -0.801 0.44
H -1.747 -3.776 -2.408 0.44
```

Output
LUMO level (alpha / beta)	-6.644 / -7.102	eV
total charge	+2
E_tot	-168745.76839	eV

(3)
ORCA calculation (ωB97M-V with the def2-TZVPD basis set) on a cluster of 2 separate species, C12H26BFIO3 in total at a distorted geometry.

XYZ file:
```
44
Properties=species:S:1:pos:R:3:nbo_charge:R:1
C -3.377 -3.672 0.320 -0.65
C -1.986 -3.558 -0.393 0.22
F -2.138 -3.500 -1.771 -0.37
C -1.199 -2.337 0.203 -0.46
C -1.203 -1.081 -0.712 0.08
O -1.325 0.179 -0.062 -0.74
B -1.141 1.084 -1.227 0.41
O 0.202 0.619 -1.721 -0.74
C 0.024 -0.801 -1.708 0.06
C 1.426 -1.400 -1.405 -0.46
C 1.910 -2.513 -2.390 -0.24
C 1.679 -2.189 -3.904 -0.66
I 1.100 -4.492 -1.871 -0.01
H -3.212 -4.256 1.249 0.20
H -3.770 -2.673 0.599 0.21
H -4.092 -4.167 -0.364 0.21
H -1.404 -4.476 -0.172 0.15
H -1.751 -2.049 1.126 0.22
H -0.200 -2.675 0.539 0.20
H -2.174 -1.144 -1.257 0.18
H -1.872 0.746 -2.153 -0.17
H -1.266 2.249 -0.962 -0.12
H -0.398 -1.029 -2.713 0.17
H 1.477 -1.821 -0.376 0.21
H 2.207 -0.609 -1.427 0.24
H 3.006 -2.625 -2.254 0.20
H 1.103 -3.025 -4.352 0.22
H 1.168 -1.230 -4.088 0.24
H 2.639 -2.175 -4.467 0.20
C 1.301 2.371 1.170 -0.65
C 0.117 2.804 2.011 -0.07
O 0.424 2.956 3.396 -0.54
C 1.392 3.934 3.710 -0.06
C 0.984 5.342 3.309 -0.64
H 1.777 1.487 1.601 0.20
H 0.978 2.139 0.154 0.27
H 2.062 3.156 1.109 0.17
H -0.654 2.035 1.952 0.22
H -0.328 3.724 1.616 0.15
H 2.361 3.668 3.273 0.16
H 1.517 3.898 4.795 0.17
H 0.949 5.454 2.223 0.21
H 1.698 6.071 3.697 0.20
H -0.010 5.579 3.694 0.21
```

Output
LUMO level	2.469	eV
total charge	-1
E_tot	-30503.85851	eV

(4)
ORCA calculation (ωB97M-V with the def2-TZVPD basis set) on the ion C12H26BINO2 with charge -1.

XYZ file:
```
43
Properties=species:S:1:pos:R:3:nbo_charge:R:1
C 1.565 -2.907 1.886 -0.61
C 1.944 -1.967 0.734 -0.40
C 2.215 -0.531 1.199 -0.40
C 1.035 0.287 1.743 -0.44
C -0.138 0.840 0.886 0.25
C -1.104 -0.307 0.512 -0.42
C -2.082 -0.111 -0.639 -0.40
C -3.155 -1.201 -0.669 -0.21
N -4.272 -0.908 0.237 -0.84
O -0.870 1.705 1.720 -0.75
B -0.270 3.080 1.662 0.45
O 0.632 2.996 0.458 -0.74
C 0.287 1.839 -0.239 0.10
C 1.434 1.592 -1.226 -0.46
C 1.281 0.373 -2.132 -0.25
C 0.477 0.653 -3.411 -0.64
I 3.219 -0.419 -2.678 0.00
H 2.445 -3.415 2.287 0.19
H 1.102 -2.357 2.707 0.21
H 0.856 -3.680 1.578 0.20
H 2.841 -2.341 0.235 0.20
H 1.162 -1.987 -0.027 0.19
H 2.737 0.012 0.411 0.20
H 2.937 -0.603 2.023 0.19
H 0.539 -0.304 2.523 0.19
H 1.431 1.168 2.252 0.24
H -1.699 -0.453 1.417 0.23
H -0.553 -1.240 0.348 0.17
H -2.571 0.860 -0.528 0.22
H -1.566 -0.110 -1.602 0.18
H -2.709 -2.149 -0.351 0.18
H -3.496 -1.350 -1.703 0.16
H -5.025 -0.431 -0.241 0.35
H -4.659 -1.756 0.632 0.35
H 0.408 3.368 2.664 -0.16
H -1.174 3.911 1.496 -0.15
H -0.629 2.003 -0.843 0.14
H 1.449 2.483 -1.860 0.21
H 2.376 1.604 -0.684 0.22
H 0.820 -0.445 -1.582 0.21
H -0.530 0.241 -3.330 0.21
H 0.381 1.730 -3.561 0.21
H 0.929 0.228 -4.305 0.22
```

Output
LUMO level	2.401	eV
total charge	-1
E_tot	-27230.24415	eV

(5)
ORCA calculation (ωB97M-V with the def2-TZVPD basis set) on an isolated molecule of C12H26BNO3 at a distorted geometry.

XYZ file:
```
43
Properties=species:S:1:pos:R:3:nbo_charge:R:1
C 1.225 2.139 -4.712 -0.40
N 0.198 2.084 -3.643 -0.48
C -0.995 2.887 -3.709 -0.40
C 0.664 2.041 -2.193 -0.22
C 0.642 0.533 -1.775 -0.07
C -0.720 -0.070 -1.821 -0.62
C 1.564 -0.305 -2.688 -0.63
C 1.162 0.457 -0.316 -0.04
O 1.243 -0.850 0.125 -0.71
B 0.747 -1.210 1.385 1.29
O 0.575 -0.213 2.364 -0.74
C -0.005 -0.322 3.641 -0.03
C -0.739 -1.649 3.803 -0.12
C -0.976 -1.961 5.274 -0.59
C -2.113 -1.572 3.169 -0.61
C 0.114 -2.699 3.109 -0.05
O 0.379 -2.518 1.730 -0.70
H 2.145 1.656 -4.476 0.21
H 0.782 1.686 -5.624 0.20
H 1.397 3.160 -5.005 0.17
H -1.228 3.314 -4.746 0.20
H -1.795 2.235 -3.387 0.19
H -0.892 3.681 -3.019 0.17
H 0.046 2.573 -1.460 0.20
H 1.716 2.316 -2.248 0.19
H -0.697 -1.117 -1.597 0.22
H -1.364 0.442 -1.166 0.20
H -1.216 0.045 -2.739 0.22
H 1.477 -1.409 -2.566 0.22
H 1.168 -0.336 -3.691 0.22
H 2.641 -0.063 -2.769 0.21
H 2.155 0.968 -0.206 0.17
H 0.405 0.991 0.238 0.17
H 0.892 -0.342 4.223 0.18
H -0.711 0.497 3.942 0.18
H -1.491 -1.158 5.661 0.21
H -1.632 -2.803 5.453 0.22
H 0.015 -1.994 5.796 0.21
H -2.016 -1.395 2.079 0.21
H -2.713 -2.472 3.242 0.21
H -2.696 -0.783 3.528 0.21
H 1.039 -2.810 3.645 0.17
H -0.390 -3.654 3.145 0.19
```

Output
LUMO level	0.693	eV
E_tot	-21176.47410	eV
SMILES string	CN(C)CC(C)(C)COB1OCC(C)(C)CO1